Record 1
Here is a single C5H8S3 molecule at a distorted geometry from OMol25. Energies are from ωB97M-V with the def2-TZVPD basis set.

For the electronic energy, the calculation gives -1389.7134 a.u. The LUMO energy is -0.1 eV. As for the energy relative to the best compared isomer or geometry (same formula, charge and spin): 399.55 kJ/mol.

Geometry (Å):
S 0.47 -0.55 -0.80
S 0.34 2.26 -0.41
S 2.95 1.01 0.13
C -2.03 -0.27 0.47
C -1.14 -0.17 -0.88
C -3.11 0.64 0.67
C 1.12 0.89 -0.24
C 3.33 -0.81 0.36
H -1.90 -1.22 0.93
H -1.50 0.78 -1.35
H -1.31 -1.02 -1.67
H 3.88 -1.23 -0.71
H -3.47 1.50 0.08
H 4.13 -0.82 1.37
H -3.94 0.34 1.46
H 2.19 -1.34 0.59

Record 2
Here is a molecular structure, C5H9AlFI2O4 from OMol25. Energies are from ωB97M-V with the def2-TZVPD basis set.

For the electronic energy, the calculation gives -1434.7579 a.u. Its charge is -1. The LUMO energy is 2.7 eV.

Geometry (Å):
I -2.25 0.75 3.63
I 1.57 1.44 5.35
Al 0.27 1.12 3.11
F -1.97 0.60 -1.56
O 1.13 2.05 -4.38
O 1.16 0.28 -2.98
O -0.72 1.43 -3.24
O 0.54 -0.80 0.95
C 1.08 -0.49 2.26
C 0.25 -0.23 -1.99
C 0.59 1.33 -3.61
C -0.62 -1.60 0.99
C -1.09 0.27 -2.52
H -1.04 -1.64 1.99
H 0.47 0.20 -1.01
H 2.13 -0.23 2.08
H -1.58 -0.41 -3.22
H 0.33 -1.31 -1.94
H -1.39 -1.16 0.34
H -0.41 -2.62 0.65
H 1.10 -1.40 2.86
H 0.46 2.43 2.24

Record 3
Here is a molecular structure, C5H9AuO3 at a distorted geometry from OMol25. Energies are from ωB97M-V with the def2-TZVPD basis set.

The expectation value of S² is 2.0083. The spin multiplicity is 3. For the electronic energy, the calculation gives -556.3823 a.u. Its charge is +2. The LUMO energy (alpha / beta) is -9.5 / -12.0 eV. As for the energy relative to the best compared isomer or geometry (same formula, charge and spin): 0.00 kJ/mol.

Geometry (Å):
Au 1.76 0.53 -2.83
O 0.63 -0.92 -2.26
O -0.61 -0.46 -0.42
O 1.03 0.92 -1.20
C 1.57 3.15 -0.51
C -1.46 -3.19 1.19
C 0.30 -0.29 -1.20
C 0.88 1.87 -0.13
C -2.50 -3.02 2.01
H -3.04 -3.88 2.42
H 1.60 3.81 0.37
H -0.72 -2.38 1.01
H 1.03 3.68 -1.31
H -2.99 -2.05 2.11
H -0.20 2.02 0.03
H 1.32 1.42 0.77
H -1.21 -4.17 0.78
H 2.60 2.97 -0.83

Record 4
Here is a single C5H9B molecule at a distorted geometry from OMol25. Energies are from ωB97M-V with the def2-TZVPD basis set.

For the electronic energy, the calculation gives -220.6584 a.u. The SMILES is C=C[C@@H]1CB1C. The LUMO energy is 0.6 eV. As for the energy relative to the best compared isomer or geometry (same formula, charge and spin): 193.49 kJ/mol.

Geometry (Å):
C -0.15 1.02 1.26
C 0.45 -1.36 0.21
C -0.99 1.31 2.29
C -0.46 -0.01 0.23
C 0.74 -0.20 -2.52
B 0.38 -0.46 -1.07
H -1.96 0.77 2.30
H 0.95 1.44 1.20
H 0.52 0.70 -3.03
H -0.75 2.08 2.94
H 1.73 -0.59 -2.85
H -0.25 -2.12 0.58
H -0.02 -0.96 -2.82
H 1.25 -1.37 0.96
H -1.46 -0.26 0.31

Record 5
Here is a molecular structure, C5H9BaMgO4 at a distorted geometry from OMol25. Energies are from ωB97M-V with the def2-TZVPD basis set.

The expectation value of S² is 0.7504. The spin multiplicity is 2. For the electronic energy, the calculation gives -722.3045 a.u. The LUMO energy (alpha / beta) is -0.7 / -0.7 eV. As for the energy relative to the best compared isomer or geometry (same formula, charge and spin): 179.06 kJ/mol.

Geometry (Å):
Ba 5.38 0.01 1.19
Mg -1.01 1.62 0.23
O -2.11 -0.05 -0.14
O 0.47 2.78 -0.18
O 7.40 -0.62 0.52
O 0.45 0.18 0.39
C 1.60 2.11 -0.21
C -1.38 -1.26 0.07
C 1.66 0.78 0.03
C 0.06 -1.01 -0.30
C -3.53 -0.23 -0.11
H 0.17 -0.85 -1.38
H -3.83 -0.64 0.87
H -3.83 -0.92 -0.91
H -1.48 -1.55 1.13
H -4.00 0.75 -0.27
H -1.79 -2.06 -0.56
H 2.52 2.65 -0.43
H 2.56 0.16 0.03
H 0.69 -1.86 0.01

Record 6
Here is a single C5H9BrF2N2 molecule at a distorted geometry from OMol25. Energies are from ωB97M-V with the def2-TZVPD basis set.

For the electronic energy, the calculation gives -3079.1215 a.u. The SMILES is [H]/N=C(/C)[C@H](NC)C(F)(F)Br. The LUMO energy is 0.4 eV. As for the energy relative to the best compared isomer or geometry (same formula, charge and spin): 0.00 kJ/mol.

Geometry (Å):
Br -2.53 1.28 -1.71
F -0.49 2.61 -0.56
F -1.71 1.75 0.91
N 1.18 0.84 0.21
N -0.18 -0.95 1.78
C -0.50 -0.85 0.60
C -1.47 -1.76 -0.11
C 2.34 0.02 -0.06
C -1.13 1.48 -0.22
C -0.12 0.31 -0.31
H -1.24 -2.77 0.25
H 2.38 -0.14 -1.16
H -0.13 0.19 -1.44
H -2.42 -1.50 0.28
H 2.28 -1.02 0.49
H 3.15 0.54 0.34
H -1.34 -1.57 -1.11
H 0.52 -0.27 2.08
H 1.42 1.81 -0.24